# 1
A molecular structure, C6H18F6KN3O20P2S6 at a distorted geometry. Source: the OMol25 dataset; level of theory: ωB97M-V with the def2-TZVPD basis set.

Values from the calculation:
Net charge   -2
Highest occupied orbital energy   -5.271 eV

Structure (XYZ):
```
62
Properties=species:S:1:pos:R:3:forces:R:3:mulliken_charge:R:1
K -0.480 0.091 1.921 0.3 0.0 0.0 0.976
N 4.330 -2.235 1.466 0.1 1.0 -0.4 -0.317
S 5.336 -1.920 0.291 1.0 -1.5 -0.1 1.064
O 6.596 -1.398 0.685 0.5 0.6 0.2 -0.594
O 4.754 -1.423 -0.913 -0.3 0.3 -0.2 -0.576
F 5.719 -3.432 -0.063 -0.5 0.1 0.0 -0.310
S 3.773 -0.892 2.105 -0.3 -0.7 1.8 0.925
O 2.393 -0.699 1.811 -0.6 0.3 -0.3 -0.301
O 4.649 0.224 2.157 0.2 0.3 -0.6 -0.593
F 3.735 -1.355 3.627 0.0 -0.3 -0.2 -0.294
N -2.115 -2.103 2.315 -0.8 -2.2 -2.8 -0.252
S -1.790 -3.296 1.161 3.1 0.0 1.8 1.052
O -1.759 -2.817 -0.172 -0.3 0.2 -0.6 -0.400
O -2.284 -4.592 1.465 -0.8 -0.1 -0.2 -0.634
F -0.266 -3.436 1.563 0.1 0.3 -0.1 -0.246
S -3.689 -2.037 2.033 -2.1 3.4 2.1 1.017
O -4.450 -3.052 2.675 -0.1 -0.4 0.1 -0.637
O -4.164 -1.531 0.784 0.5 -0.7 -0.8 -0.580
F -3.931 -0.697 2.910 0.3 -0.6 0.4 -0.275
N -1.198 1.872 3.852 -0.6 2.5 1.3 -0.134
S -2.367 2.852 4.502 -1.9 -1.4 -2.3 0.978
O -2.210 4.267 4.465 0.8 0.1 0.4 -0.572
O -3.014 2.237 5.595 -0.1 -0.2 0.8 -0.618
F -3.402 2.665 3.284 0.0 -0.3 0.2 -0.274
S 0.087 2.744 4.188 3.6 -0.5 0.6 0.923
O 0.337 2.977 5.580 -0.7 -0.1 0.1 -0.649
O 0.474 3.788 3.312 -0.6 0.6 -0.8 -0.561
F 1.195 1.636 3.822 -0.6 -0.5 -0.1 -0.244
C -2.869 4.582 0.083 -1.0 0.9 0.5 -0.558
O -2.728 3.583 -0.923 0.2 -0.1 0.1 -0.381
P -1.669 2.415 -0.703 0.1 0.1 0.1 0.679
O -0.935 2.487 0.556 0.1 -0.1 0.3 -0.239
O -2.470 1.092 -0.873 0.0 -0.4 -0.2 0.092
C -3.111 0.758 -2.109 -0.7 1.0 -0.3 -0.762
O -0.759 2.484 -2.002 0.0 -0.2 0.0 -0.337
C 0.118 3.609 -2.100 0.1 0.3 -0.5 -0.728
H -1.993 5.222 0.165 0.1 -0.2 0.0 0.282
H -3.151 4.219 1.072 0.5 -0.5 -0.1 0.189
H -3.731 5.192 -0.201 0.2 0.0 -0.3 0.249
H -4.092 0.343 -1.896 0.4 -0.7 0.3 0.228
H -2.445 0.152 -2.712 -0.1 -0.3 0.0 0.210
H -3.390 1.669 -2.656 0.5 0.0 0.0 0.338
H 0.120 4.195 -1.183 0.0 0.1 0.0 0.338
H -0.202 4.202 -2.959 -0.1 0.2 0.2 0.260
H 1.137 3.296 -2.321 -0.1 -0.4 0.2 0.244
C 3.831 -2.626 -3.608 -0.2 0.2 -0.3 -0.700
O 2.617 -1.905 -3.332 0.8 0.4 -0.6 -0.327
P 1.417 -2.559 -2.598 -0.9 -0.1 0.9 0.620
O 1.638 -3.813 -1.881 0.3 -0.3 -0.3 -0.705
O 0.872 -1.395 -1.692 -0.3 0.4 0.0 0.401
C 1.695 -0.359 -1.184 0.2 0.8 0.3 0.313
O 0.301 -2.639 -3.732 0.0 -0.1 0.3 -0.357
C -0.881 -3.385 -3.397 -0.2 -0.4 -0.7 -0.718
H 3.999 -2.569 -4.684 -0.1 -0.1 0.0 0.227
H 3.694 -3.660 -3.301 0.3 0.0 0.1 0.367
H 4.641 -2.116 -3.095 -0.1 -0.3 0.2 0.216
H 1.892 0.403 -1.944 0.2 -0.3 -0.2 0.180
H 2.612 -0.732 -0.741 0.0 0.0 -0.2 -0.223
H 1.160 0.179 -0.407 -0.3 -0.2 0.1 -0.061
H -1.754 -2.742 -3.492 0.1 0.2 0.1 0.215
H -0.866 -3.852 -2.417 0.2 0.2 0.1 0.301
H -0.959 -4.169 -4.153 -0.1 -0.1 0.1 0.278
```
Forces are in eV/Å.

=====

# 2
A molecular structure, C6H18FKO3 at a distorted geometry. Source: the OMol25 dataset; level of theory: ωB97M-V with the def2-TZVPD basis set.

Values from the calculation:
Net charge   0
Highest occupied orbital energy   -6.714 eV

Structure (XYZ):
```
29
Properties=species:S:1:pos:R:3:forces:R:3:mulliken_charge:R:1
K -2.235 -0.727 -2.266 -4.4 -1.1 -1.7 1.017
F -1.199 0.244 -0.701 -6.7 0.2 -11.9 -0.781
C -1.613 -1.949 2.464 0.6 -0.2 -0.2 -1.303
C -1.103 -1.113 1.275 -1.9 -2.0 0.9 0.246
O -2.227 -0.664 0.568 -6.1 -4.4 5.7 -0.804
H -0.828 -2.039 3.214 -0.2 0.3 0.4 0.338
H -1.755 -2.977 2.130 -0.1 -0.1 -0.2 0.301
H -2.582 -1.646 2.861 0.3 0.5 0.2 0.314
H -0.619 -1.833 0.615 0.6 0.0 0.5 0.165
H -0.409 -0.300 1.487 -0.5 -0.3 1.0 0.040
H -1.949 -0.112 -0.167 -4.4 -1.4 3.9 0.646
C 0.592 -0.994 -2.416 0.6 -0.9 -1.6 -1.572
C 1.120 -0.039 -1.399 1.7 -2.9 -3.2 -0.561
O 0.624 -0.395 -0.147 3.5 -9.1 -4.3 -0.785
H 0.879 -0.775 -3.444 0.4 0.5 -0.2 0.536
H -0.494 -0.937 -2.487 2.9 -0.8 0.1 0.181
H 0.988 -1.999 -2.272 -0.6 -0.3 0.3 0.350
H 0.825 0.972 -1.680 -0.1 -1.0 -1.3 0.489
H 2.201 0.075 -1.322 0.2 -2.0 -1.1 0.442
H -0.279 -0.093 -0.270 3.2 -3.7 2.6 0.826
C 1.511 2.604 1.040 1.4 1.2 -0.8 -1.695
C 1.210 1.436 0.107 1.2 6.8 6.4 0.708
O 0.021 1.704 -0.513 2.5 9.1 1.1 -0.833
H 0.629 2.929 1.592 0.0 0.0 -0.2 0.305
H 1.947 3.430 0.478 -0.5 0.7 -0.2 0.350
H 2.325 2.448 1.748 -0.1 -0.7 0.3 0.360
H 0.968 0.613 0.779 2.3 2.6 1.3 0.156
H 1.976 1.212 -0.635 0.5 1.8 2.2 0.022
H -0.523 0.924 -0.640 3.5 7.3 -0.1 0.542
```
Forces are in eV/Å.

=====

# 3
A molecular structure, C6H18InO8P2 at a distorted geometry. Source: the OMol25 dataset; level of theory: ωB97M-V with the def2-TZVPD basis set.

Values from the calculation:
Net charge   +3
Highest occupied orbital energy   -20.301 eV

Structure (XYZ):
```
35
Properties=species:S:1:pos:R:3:forces:R:3:mulliken_charge:R:1
In -45.905 -10.681 -15.329 0.1 0.1 -0.2 1.132
C -49.351 -10.854 -19.209 -0.4 -0.8 0.1 -0.672
O -48.453 -9.888 -19.829 2.2 0.3 0.2 -0.219
P -46.852 -9.988 -19.579 -0.7 -1.8 -1.0 0.836
O -46.396 -10.004 -18.145 -0.5 -0.1 -1.8 -0.382
O -46.243 -8.757 -20.447 -2.0 -0.9 0.9 -0.162
C -44.872 -8.616 -20.458 2.2 0.1 0.2 -0.596
O -46.423 -11.297 -20.471 -0.8 1.5 0.6 -0.201
C -46.753 -11.300 -21.912 0.1 0.9 -0.5 -0.639
H -48.865 -11.719 -18.757 0.6 0.5 0.5 0.374
H -49.964 -11.369 -19.948 -0.2 0.8 -0.5 0.301
H -49.966 -10.273 -18.522 -0.1 -0.3 0.0 0.292
H -44.316 -9.478 -20.090 -0.2 -0.1 0.0 0.390
H -44.578 -7.735 -19.888 -0.1 0.4 0.5 0.321
H -44.450 -8.311 -21.416 -0.6 -0.1 -0.8 0.307
H -47.367 -12.125 -22.274 0.1 -0.4 0.8 0.332
H -45.813 -11.306 -22.463 0.4 -0.4 0.2 0.335
H -47.214 -10.367 -22.234 -0.2 0.1 0.4 0.337
C -47.102 -4.129 -16.269 -0.2 1.9 -1.5 -0.612
O -46.546 -5.420 -16.228 -0.6 -1.9 0.4 -0.198
P -47.464 -6.693 -15.917 -1.3 2.3 0.9 0.915
O -46.672 -7.929 -15.771 -0.1 -0.2 -0.2 -0.408
O -48.277 -6.270 -14.594 1.0 -0.4 -1.2 -0.241
C -49.297 -7.142 -14.072 -0.2 0.1 -0.4 -0.518
O -48.655 -6.618 -17.022 1.5 -1.0 0.6 -0.189
C -48.443 -7.177 -18.317 0.8 0.2 -0.5 -0.303
H -48.085 -4.149 -16.739 -0.4 -0.1 0.4 0.368
H -46.503 -3.530 -16.954 0.4 -0.2 0.2 0.296
H -47.174 -3.570 -15.336 0.1 -0.5 0.6 0.321
H -50.197 -6.571 -13.843 0.0 0.4 0.0 0.290
H -48.918 -7.519 -13.123 0.0 -0.3 0.0 0.292
H -49.545 -7.874 -14.841 -0.1 -0.3 0.5 0.295
H -47.469 -7.643 -18.468 0.2 0.1 0.7 -0.056
H -48.494 -6.395 -19.074 -0.7 0.1 0.0 0.373
H -49.167 -7.977 -18.473 -0.5 0.2 -0.1 0.290
```
Forces are in eV/Å.

=====

Energy relative to the best compared isomer or geometry (same formula, charge and spin)? In order: 0.4697 17.4996 3.1919 eV.